Here is a molecular structure, C21H12BrCl3F3GeN4OSV from the Open Molecules 2025 dataset. Energies are from wB97M-V/def2-TZVPD.

Calculated values
Net charge = 0
Multiplicity = 3
LUMO energy (alpha / beta) = -0.92 / -0.55 eV

Last column: Löwdin charge in e.
CARTESIAN COORDINATES (ANGSTROEM)
Br -5.48 0.59 -3.86  0.745
Ge -1.77 -3.41 0.85  0.270
V 1.26 -2.40 -0.08  0.320
Cl -0.51 -3.44 -1.26  0.055
Cl 0.47 -3.54 1.87  0.080
Cl -2.16 -5.57 0.89  -0.053
S 3.01 -3.84 -0.84  0.686
F 5.23 -5.70 0.69  0.146
F 7.02 -4.63 1.27  0.134
F 6.19 -4.35 -0.70  0.140
O 0.89 -0.65 -0.19  -0.263
N 3.06 -2.07 0.99  -0.113
N -1.22 4.49 -0.19  0.088
N -1.56 -0.32 0.82  0.085
N -2.26 4.75 -0.80  0.081
C 5.44 -2.64 2.19  0.020
C 3.80 -3.08 0.51  -0.656
C 1.14 1.66 -0.62  0.007
C -4.34 3.68 -1.36  -0.039
C -2.75 2.21 0.92  -0.006
C 5.03 -3.39 1.11  -0.102
C 3.46 -1.35 2.04  -0.096
C -3.09 1.94 -3.13  -0.103
C -2.75 -0.15 1.32  -0.166
C 0.57 2.95 -0.60  -0.027
C -4.46 1.87 -2.92  -0.691
C -0.71 3.15 -0.18  -0.255
C 4.66 -1.59 2.67  -0.033
C -2.34 2.86 -2.42  -0.019
C -3.40 1.11 1.40  -0.029
C -2.96 3.72 -1.52  -0.292
C -0.91 0.77 0.34  -0.135
C 0.42 0.58 -0.18  -0.295
C 5.86 -4.52 0.59  -0.603
C -1.47 2.07 0.35  -0.102
C -5.09 2.74 -2.04  -0.117
H 6.39 -2.86 2.66  0.128
H -2.62 1.27 -3.83  0.106
H -6.17 2.69 -1.90  0.103
H -4.81 4.39 -0.69  0.121
H 2.79 -0.56 2.36  0.129
H -3.25 -1.03 1.69  0.060
H 1.15 3.80 -0.95  0.120
H -4.38 1.18 1.85  0.109
H -3.21 3.19 0.99  0.111
H -1.27 2.92 -2.58  0.121
H 2.14 1.50 -0.99  0.120
H 4.97 -0.99 3.51  0.110

Here is 2 unconnected molecules or ions with the total composition CH2N2S2 in a non-equilibrium geometry from the Open Molecules 2025 dataset. Energies are from wB97M-V/def2-TZVPD.

Calculated values
Net charge = 0
SMILES = N=C=S.N=S
Energy above the lowest of the compared OMol25 structures with the same formula, charge and spin = 43.5 kcal/mol
LUMO energy (alpha / beta) = -1.04 / -1.05 eV

Last column: Löwdin charge in e.
CARTESIAN COORDINATES (ANGSTROEM)
S -1.26 1.24 1.04  0.662
S 2.24 0.39 0.06  0.575
N -1.49 0.10 -1.49  0.116
N 1.79 -0.33 1.34  -0.518
C -1.45 0.43 -0.31  -0.847
H 1.33 -1.18 1.40  -0.053
H -1.16 -0.64 -2.05  0.064

Here is a molecular structure, C28H57Cl2Cu2NO10S4 in a non-equilibrium geometry from the Open Molecules 2025 dataset. Energies are from wB97M-V/def2-TZVPD.

Calculated values
Net charge = -1
Multiplicity = 2
LUMO energy (alpha / beta) = 1.51 / 1.50 eV

Last column: Löwdin charge in e.
CARTESIAN COORDINATES (ANGSTROEM)
Cu -2.54 -2.07 -1.93  0.140
Cu -1.34 0.70 -3.46  0.354
Cl 0.67 -0.44 -5.24  0.538
Cl 3.73 -1.83 -5.05  0.489
S 0.13 2.79 3.84  0.696
S 0.36 -4.51 -1.57  0.608
S 2.73 -1.37 4.22  0.681
S -3.73 -2.00 6.15  0.697
O -0.51 1.86 4.72  -0.342
O 2.02 -0.72 5.29  -0.330
O -0.62 -3.74 -2.26  -0.418
O -1.20 -0.34 -1.21  -0.478
O -3.33 -3.41 5.99  -0.368
O 3.94 -0.87 3.65  -0.335
O -3.80 -1.36 7.46  -0.346
O -0.20 4.24 3.88  -0.363
O 1.48 -3.88 -0.97  -0.324
O -2.06 3.10 -3.97  -0.318
N -0.69 3.63 -3.86  -0.159
C 2.91 -3.19 4.66  -0.184
C 0.12 2.17 2.13  -0.233
C -1.09 5.40 -1.96  -0.040
C 1.49 -1.65 2.81  -0.193
C 1.56 -1.04 -3.70  -0.559
C 2.39 -2.33 -3.92  -0.595
C 1.09 4.64 -5.23  -0.154
C 1.55 -3.74 4.08  -0.213
C -0.65 3.22 -6.25  -0.061
C -4.76 -0.85 3.88  -0.148
C -3.26 -1.33 3.73  -0.210
C 1.51 2.43 1.64  -0.248
C -0.45 4.33 -5.16  -0.523
C 0.84 -5.78 -2.86  -0.172
C -2.61 -1.14 5.09  -0.261
C -1.23 5.56 -5.49  -0.059
C -0.22 3.11 -1.37  -0.046
C -0.49 -0.61 -0.03  -0.311
C -0.42 -7.08 -1.15  -0.198
C 1.50 5.43 -3.99  -0.196
C 2.53 2.22 2.76  -0.176
C -0.32 -5.73 -0.32  -0.174
C 1.96 2.73 4.15  -0.164
C 1.18 4.65 -2.72  -0.170
C -5.28 -1.64 5.16  -0.192
C 1.39 -3.18 2.65  -0.206
C 0.89 -7.06 -1.91  -0.232
C -0.27 4.21 -2.51  -0.457
H 2.09 3.76 4.49  0.087
H -2.27 5.31 -5.28  0.082
H 1.10 -7.94 -2.51  0.107
H 1.75 -6.93 -1.25  0.110
H -1.05 -0.30 0.85  0.045
H 0.82 -3.27 4.74  0.101
H -0.76 2.50 1.58  0.115
H -0.15 2.29 -5.97  0.030
H 1.84 -1.02 1.99  0.089
H -2.78 -0.15 5.53  0.101
H 1.81 -5.42 -3.19  0.083
H 0.04 1.10 2.29  0.066
H -0.08 3.49 -7.13  0.067
H 0.51 -5.73 0.38  0.084
H -2.08 5.06 -1.63  0.083
H 0.43 -3.32 2.16  0.104
H 2.03 -0.18 -3.21  0.079
H 1.78 3.74 -2.81  0.111
H 3.11 -3.36 5.71  0.097
H -4.75 0.18 4.22  0.107
H -2.99 -2.30 3.30  0.115
H 2.89 1.19 2.70  0.077
H 1.44 -4.81 4.21  0.109
H -1.23 -7.09 -1.87  0.116
H 2.14 -3.71 2.05  0.111
H 0.13 3.63 -0.48  0.057
H 2.00 2.13 5.06  0.081
H -5.84 -1.00 5.84  0.081
H -1.03 6.46 -4.91  0.061
H 1.67 1.85 0.73  0.106
H -0.58 -7.95 -0.51  0.109
H -1.10 2.60 -0.96  0.068
H 0.09 -5.68 -3.63  0.100
H -1.67 2.94 -6.51  0.072
H 0.25 0.19 0.01  0.033
H 1.64 3.70 -5.19  0.109
H -1.10 5.79 -6.54  0.081
H 1.40 5.25 -1.84  0.107
H -1.26 -5.32 0.05  0.097
H 0.57 -1.13 3.04  0.088
H -0.57 6.06 -1.27  0.072
H 2.58 5.58 -4.02  0.104
H 0.86 -1.30 -2.91  0.042
H -5.43 -0.99 3.03  0.109
H -2.66 -0.70 3.07  0.097
H 3.43 2.81 2.61  0.109
H 1.46 5.21 -6.08  0.109
H 3.77 -3.53 4.08  0.087
H -1.25 6.13 -2.75  0.056
H -1.63 -1.51 5.40  0.112
H 0.93 6.36 -3.93  0.098
H 1.60 3.48 1.37  0.113
H 1.87 -3.18 -4.36  0.058
H 0.32 2.18 -1.57  0.059
H 0.03 -1.56 0.06  0.044
H 2.90 -2.69 -3.02  0.058
H -5.94 -2.47 4.91  0.093

Here is a molecular structure, C16H26IO5P2Tc in a non-equilibrium geometry from the Open Molecules 2025 dataset. Energies are from wB97M-V/def2-TZVPD.

Calculated values
Net charge = +3
Multiplicity = 4
LUMO energy (alpha / beta) = -10.68 / -11.96 eV

Last column: Löwdin charge in e.
CARTESIAN COORDINATES (ANGSTROEM)
I 0.03 -2.49 -2.27  0.461
Tc 0.04 -0.57 -0.52  0.617
P 2.30 -0.25 -0.57  0.659
P -2.25 -0.27 -0.55  0.666
O 0.02 2.54 -0.88  0.163
O -0.11 0.49 2.10  -0.005
O 0.03 -1.57 1.26  -0.195
O -0.01 1.55 -3.31  0.280
O -0.58 0.78 4.53  0.202
C 3.10 -1.81 -0.05  -0.219
C 0.02 1.37 -0.78  -0.328
C -3.06 -1.80 0.02  -0.214
C 0.00 -0.21 -5.16  0.040
C 0.41 -2.72 3.85  0.072
C 0.00 0.69 -4.09  -0.016
C -2.93 1.03 0.52  -0.208
C 0.11 -1.36 3.62  -0.029
C -0.19 -0.49 4.72  -0.155
C 0.49 -3.19 5.16  0.052
C 0.11 -2.37 6.24  0.032
C -0.25 -1.04 6.02  0.103
C -3.05 0.13 -2.11  -0.234
C 2.92 1.03 0.56  -0.206
C 0.00 -0.76 2.28  -0.505
C 3.09 0.21 -2.12  -0.229
H 0.00 0.35 -6.13  0.173
H 0.10 -2.77 7.27  0.149
H 2.99 -0.60 -2.86  0.049
H -0.61 -0.40 6.83  0.160
H 0.54 -3.38 2.99  0.146
H 2.50 2.00 0.29  0.059
H -4.08 0.36 -1.85  0.073
H 0.77 -4.24 5.33  0.150
H 4.10 -1.86 -0.51  0.078
H -2.72 0.81 1.57  0.052
H 0.86 -0.90 -5.07  0.134
H -3.99 -1.93 -0.56  0.077
H -2.46 2.00 0.26  0.060
H 4.14 0.39 -1.89  0.076
H -4.01 1.06 0.34  0.078
H 2.63 0.80 1.59  0.054
H -0.44 1.00 3.55  0.101
H -3.31 -1.69 1.08  0.067
H -2.57 1.01 -2.56  0.043
H 2.50 -2.67 -0.36  0.014
H 3.20 -1.81 1.05  0.064
H 2.63 1.13 -2.50  0.047
H -3.02 -0.73 -2.80  0.053
H 4.01 1.05 0.49  0.078
H -0.88 -0.89 -5.07  0.138
H -2.41 -2.68 -0.12  0.025

Here is a molecular structure, C8H12AsBF6NO5 from the Open Molecules 2025 dataset. Energies are from wB97M-V/def2-TZVPD.

Calculated values
Net charge = -1
LUMO energy = 2.81 eV

Last column: Löwdin charge in e.
CARTESIAN COORDINATES (ANGSTROEM)
As 0.12 -0.80 -0.48  1.122
F -0.01 1.39 -2.38  0.013
F -3.08 0.01 -1.34  0.144
F 0.94 -1.69 0.96  -0.395
F -0.86 -0.48 -3.20  0.028
F -2.71 1.29 -3.06  0.118
F -2.17 1.97 -1.06  0.124
O 1.51 3.38 3.81  0.070
O -2.34 -1.37 2.38  0.076
O 2.92 3.22 2.08  0.086
O 1.29 -1.64 -1.73  -0.326
O -1.97 -2.57 -1.72  0.084
N -1.15 0.02 0.85  0.012
C -1.75 -0.68 1.62  -0.465
C 0.94 1.86 2.03  -0.108
C -0.58 -3.83 -0.01  -0.047
C 0.95 1.92 0.49  -0.237
C -0.79 0.28 -2.04  -0.413
C -2.21 0.88 -1.86  -0.564
C 1.45 0.63 -0.17  -0.258
C 1.77 2.89 2.73  -0.514
B -0.96 -2.53 -0.79  -0.517
H -1.16 -4.69 -0.36  0.053
H -0.68 -3.70 1.06  0.060
H 1.99 0.83 -1.09  0.068
H -0.04 2.20 0.13  0.079
H -1.85 -3.27 -2.37  0.107
H 3.40 3.80 2.68  0.118
H 2.17 0.17 0.50  0.071
H 1.51 -1.02 -2.43  0.005
H 1.63 2.71 0.18  0.101
H -0.07 1.97 2.41  0.113
H 1.30 0.89 2.37  0.128
H 0.48 -4.03 -0.21  0.064

Here is a single C5H9NO2 molecule in a non-equilibrium geometry from the Open Molecules 2025 dataset. Energies are from wB97M-V/def2-TZVPD.

Calculated values
Net charge = 0
SMILES = C=C(CN)C(=O)OC
Energy above the lowest of the compared OMol25 structures with the same formula, charge and spin = 57.0 kcal/mol
LUMO energy = 0.76 eV

Last column: Löwdin charge in e.
CARTESIAN COORDINATES (ANGSTROEM)
O 1.09 1.25 -0.78  -0.051
O 0.02 2.11 1.02  0.129
N -2.28 0.50 0.03  0.014
C 1.09 -1.23 1.11  0.065
C 0.24 -0.26 0.89  -0.187
C -1.41 -0.38 0.75  -0.215
C 0.34 1.12 0.41  -0.463
C 1.34 0.19 -1.68  -0.090
H -1.76 -0.40 1.79  0.116
H 0.75 -2.19 1.45  0.075
H 1.52 0.65 -2.65  0.093
H 2.16 -1.08 1.01  0.075
H -2.02 0.56 -0.95  0.077
H -2.26 1.43 0.44  0.075
H -1.54 -1.38 0.34  0.109
H 0.50 -0.51 -1.75  0.093
H 2.24 -0.37 -1.41  0.086

- net charge of number 3 (C28H57Cl2Cu2NO10S4)?
  -1

Please write out number 6 again, unchanged.
Here is a single C5H9NO2 molecule in a non-equilibrium geometry from the Open Molecules 2025 dataset. Energies are from wB97M-V/def2-TZVPD.

Calculated values
Net charge = 0
SMILES = C=C(CN)C(=O)OC
Energy above the lowest of the compared OMol25 structures with the same formula, charge and spin = 57.0 kcal/mol
LUMO energy = 0.76 eV

Last column: Löwdin charge in e.
CARTESIAN COORDINATES (ANGSTROEM)
O 1.09 1.25 -0.78  -0.051
O 0.02 2.11 1.02  0.129
N -2.28 0.50 0.03  0.014
C 1.09 -1.23 1.11  0.065
C 0.24 -0.26 0.89  -0.187
C -1.41 -0.38 0.75  -0.215
C 0.34 1.12 0.41  -0.463
C 1.34 0.19 -1.68  -0.090
H -1.76 -0.40 1.79  0.116
H 0.75 -2.19 1.45  0.075
H 1.52 0.65 -2.65  0.093
H 2.16 -1.08 1.01  0.075
H -2.02 0.56 -0.95  0.077
H -2.26 1.43 0.44  0.075
H -1.54 -1.38 0.34  0.109
H 0.50 -0.51 -1.75  0.093
H 2.24 -0.37 -1.41  0.086